Entry 1:
ORCA calculation (ωB97M-V with the def2-TZVPD basis set) on an isolated molecule of C5H6N2O2.

SMILES ... [H]/N=C(\CO)CC(=O)C#N

```
15
Properties=species:S:1:pos:R:3:forces:R:3:mulliken_charge:R:1
C 0.987530 -0.969624 0.463403 0.028 -0.046 0.162 -0.594
C -0.682562 0.971697 0.354720 -0.232 -0.266 0.136 -0.591
C -0.521020 0.945342 -1.151240 -0.297 -0.390 0.609 0.533
C -0.348918 -0.391767 0.912438 0.340 0.021 -0.263 0.549
O 0.799878 -2.173221 -0.235067 -0.012 -0.375 -0.279 -0.493
N -1.193579 -0.984250 1.622067 -0.708 -0.006 0.386 -0.649
C 0.265846 2.064325 -1.643047 0.106 0.190 -0.672 0.156
O -0.938793 0.075840 -1.871952 0.190 0.249 0.116 -0.503
N 0.939269 2.925002 -1.983845 0.216 0.346 -0.072 -0.333
H 0.238147 -2.013876 -1.006198 0.053 0.032 0.129 0.360
H -0.922767 -1.911392 1.946154 0.346 0.021 -0.174 0.262
H 1.591879 -1.228056 1.338848 -0.028 0.157 -0.102 0.362
H 1.545286 -0.238200 -0.141637 -0.020 -0.058 0.136 0.279
H -0.036743 1.731490 0.798656 -0.015 0.054 -0.094 0.342
H -1.723453 1.196691 0.596699 0.033 0.071 -0.016 0.320
```
Forces are in eV/Å.


Entry 2:
ORCA calculation (ωB97M-V with the def2-TZVPD basis set) on an isolated molecule of C5H6N2O2.

SMILES ... C=C1NC(=O)C(=O)N1C

```
15
Properties=species:S:1:pos:R:3:forces:R:3:mulliken_charge:R:1
C -0.514400 1.861542 0.097133 -0.408 0.488 -0.321 -0.827
N 0.155645 0.597494 0.138924 2.330 -2.273 0.457 0.080
N 0.284310 -1.597646 -0.465750 1.467 -0.297 -1.195 -0.047
C 1.407051 0.420542 -0.427490 0.364 1.308 -1.791 0.377
C 1.344433 -1.001286 -1.102125 1.215 -0.221 0.614 0.430
C -0.288606 -0.728069 0.413196 -3.485 1.426 0.630 0.555
C -1.289935 -1.035380 1.235506 -0.057 0.031 0.344 -1.084
O 2.266502 1.257745 -0.616329 -0.917 -0.844 0.326 -0.576
O 2.094857 -1.454079 -1.929549 -0.675 0.303 0.410 -0.566
H -0.004071 -2.547926 -0.643796 -0.032 0.131 0.242 0.201
H -0.813343 2.010869 -0.950307 -0.233 0.192 0.265 0.317
H -1.398026 1.884555 0.736562 0.251 -0.018 -0.007 0.315
H 0.183816 2.669475 0.337942 -0.159 -0.282 0.224 0.303
H -1.680664 -2.045966 1.296679 0.207 0.118 -0.002 0.262
H -1.747570 -0.291868 1.879404 0.133 -0.063 -0.195 0.258
```
Forces are in eV/Å.


Entry 3:
ORCA calculation (ωB97M-V with the def2-TZVPD basis set) on an isolated molecule of C5H6N2O2.

SMILES ... C=C[C@H]1C=NOC=NO1

```
15
Properties=species:S:1:pos:R:3:forces:R:3:mulliken_charge:R:1
C 0.874859 0.166582 1.516151 -3.077 1.237 1.781 -0.580
C -0.156950 0.757561 0.896744 -2.193 0.305 -0.154 -0.312
C -0.446990 1.049430 -0.611935 1.129 -0.641 0.245 -0.031
C -0.809333 -1.613874 -0.218925 3.026 -4.258 2.433 0.266
C 0.906808 0.689052 -1.140140 -0.490 0.626 -2.026 -0.143
H 0.644138 0.042066 2.609922 0.819 -0.071 -1.156 0.239
H 1.746631 -0.216456 1.103853 1.451 -0.401 -0.705 0.380
H -1.095654 0.926017 1.451842 0.759 0.128 0.210 0.286
H -0.809339 2.040464 -0.891408 0.687 0.285 0.664 0.394
H -0.949014 -2.465884 0.615354 0.340 1.724 -2.192 0.307
H 1.657840 1.395599 -1.544539 -0.582 -0.211 0.335 0.353
N -1.767490 -0.922935 -0.422864 -4.750 4.079 -1.432 -0.339
N 1.265492 -0.488203 -1.351023 -0.025 -1.861 0.776 -0.264
O -1.464666 0.256543 -1.288581 0.641 -1.379 2.182 -0.282
O 0.403666 -1.615962 -0.724450 2.266 0.437 -0.961 -0.277
```
Forces are in eV/Å.


Entry 4:
ORCA calculation (ωB97M-V with the def2-TZVPD basis set) on an isolated molecule of C5H6N2O3.

SMILES ... CC1(C)C(=O)N1ON=C=O

```
16
Properties=species:S:1:pos:R:3:forces:R:3:mulliken_charge:R:1
C 0.001385 -1.614560 -0.347571 0.205 -0.479 -0.440 0.193
C 3.078544 0.984910 -0.033312 -0.200 -0.302 0.312 0.392
C -0.662384 -0.362856 0.055686 -1.508 0.387 0.220 1.430
C -0.461595 0.835009 -0.844428 0.229 -0.107 -0.320 -1.420
C -1.978361 -0.326873 0.811391 0.108 -0.022 -0.113 -1.487
N 0.429218 -1.016356 0.793939 -0.041 0.110 0.600 -0.168
N 2.080004 0.347157 0.153412 -0.742 -0.454 -0.498 -0.103
O 0.184693 -2.516047 -1.095150 0.132 -0.081 -0.260 -0.534
O 3.910394 1.673097 -0.442795 1.028 0.644 -0.132 -0.393
O 1.617594 -0.457729 1.178592 1.169 0.180 0.562 -0.130
H 0.414925 0.734393 -1.479979 -0.116 0.072 -0.031 0.405
H -0.365530 1.743532 -0.250622 0.003 0.004 0.012 0.351
H -1.338155 0.929153 -1.483172 -0.107 0.003 0.029 0.378
H -2.205719 0.690937 1.121814 -0.063 0.078 0.033 0.359
H -1.923396 -0.957685 1.693339 -0.027 -0.098 0.025 0.414
H -2.781617 -0.686085 0.168850 -0.071 0.066 -0.001 0.311
```
Forces are in eV/Å.


no.,strongest force on any atom (eV Å⁻¹),Kohn-Sham gap (eV)
1,0.8,9.33
2,3.8,9.39
3,6.4,10.63
4,1.6,9.89